Below is the molecule C20H21N3O2S2, with properties calculated with the ωB97M-V functional and the def2-TZVPD basis.

Structure (XYZ):
```
48
Properties=species:S:1:pos:R:3:forces:R:3:lowdin_charge:R:1
O -2.567455 0.821808 -2.485883 0.202 -0.105 -0.394 0.07
C -2.998394 1.199320 -1.418911 -0.364 0.410 0.190 -0.58
C -3.443642 2.651905 -1.228645 0.312 0.220 0.160 -0.36
S -2.863331 3.372234 0.349798 -0.289 0.091 -0.173 0.99
C -1.235787 2.708585 0.439505 -0.001 -0.028 0.205 -0.66
N -0.812112 2.404237 1.619143 -0.689 0.228 0.227 0.05
C 0.426462 1.877123 1.685616 0.605 -0.183 -0.434 -0.55
S 1.147841 1.409599 3.180743 0.039 0.055 -0.455 1.07
C 2.551290 0.857009 2.338266 -0.213 0.103 -0.035 -0.34
C 2.483597 1.006009 0.986387 -0.011 -0.021 0.388 -0.22
C 3.544772 0.572652 0.072871 0.253 -0.095 -0.103 -0.18
C 3.245187 -0.200698 -1.044030 0.103 -0.008 0.059 -0.03
C 4.255152 -0.614672 -1.891863 -0.058 -0.067 -0.042 -0.07
C 5.570181 -0.265307 -1.634568 0.095 0.012 -0.011 -0.09
C 5.875480 0.496516 -0.519197 0.140 -0.048 -0.029 -0.08
C 4.869452 0.910786 0.333540 -0.126 -0.007 -0.015 -0.03
C 1.249537 1.608562 0.595836 -0.261 0.072 0.552 -0.12
C 0.805377 2.016378 -0.718346 -0.203 0.125 0.059 -0.40
O 1.393052 1.962532 -1.771287 0.141 -0.029 -0.248 0.10
N -0.499629 2.558843 -0.686699 0.081 0.010 -0.087 0.17
N -3.146691 0.424526 -0.333764 -0.142 -0.267 0.280 0.09
C -2.658256 -0.941404 -0.271047 0.117 -0.025 0.110 -0.31
C -1.234115 -0.976964 0.292311 -0.043 -0.180 -0.335 -0.14
C -0.728482 -2.412737 0.381285 0.007 0.122 0.293 -0.19
C -1.665750 -3.256829 1.238838 0.032 -0.150 -0.303 -0.21
C -3.080259 -3.224849 0.667884 0.014 0.127 0.334 -0.20
C -3.592584 -1.789322 0.586592 0.031 -0.152 -0.367 -0.15
H -3.108805 3.253564 -2.074370 -0.052 -0.193 -0.001 0.08
H -4.531489 2.705314 -1.174692 0.009 0.024 -0.021 0.09
H 3.354677 0.423398 2.900396 0.206 -0.131 0.054 0.08
H 2.222804 -0.480672 -1.245183 -0.101 0.015 -0.038 0.11
H 4.013726 -1.211116 -2.758969 -0.020 -0.053 -0.074 0.10
H 6.356386 -0.585463 -2.302325 0.058 -0.022 -0.055 0.10
H 6.899924 0.771647 -0.314579 0.076 0.021 0.009 0.10
H 5.103267 1.516323 1.197431 0.008 0.073 0.061 0.11
H -0.858964 2.836134 -1.593210 0.049 -0.055 0.110 0.15
H -3.447751 0.843169 0.535123 0.056 0.095 -0.108 0.12
H -2.645996 -1.311739 -1.301547 -0.019 -0.019 0.124 0.16
H -0.577767 -0.391301 -0.355087 -0.025 0.074 0.032 0.11
H -1.229580 -0.521006 1.286524 -0.004 0.074 0.042 0.12
H 0.277931 -2.419625 0.804511 0.046 -0.031 -0.079 0.11
H -0.673185 -2.836789 -0.623458 0.065 -0.056 -0.069 0.12
H -1.305327 -4.286054 1.278698 0.012 -0.020 0.094 0.11
H -1.675983 -2.865434 2.258619 0.014 -0.014 0.093 0.11
H -3.749662 -3.817443 1.293944 -0.036 -0.054 -0.072 0.11
H -3.078174 -3.664624 -0.331565 -0.040 -0.068 -0.053 0.12
H -4.598692 -1.771405 0.163086 -0.034 0.076 0.038 0.12
H -3.638219 -1.362716 1.592259 -0.044 0.055 0.089 0.12
```
Forces are in eV/Å.

Results
Energy relative to the best compared isomer or geometry (same formula, charge and spin)   0.162 eV
Frontier orbital gap   0.31212 Ha
Structure (SMILES)   O=C(CSc1nc2scc(-c3ccccc3)c2c(=O)[nH]1)NC1CCCCC1

Below is a structure of composition C20H21N4O7SSc, with properties calculated with the ωB97M-V functional and the def2-TZVPD basis.

Structure (XYZ):
```
54
Properties=species:S:1:pos:R:3:forces:R:3:lowdin_charge:R:1
Sc -0.127376 -0.046697 -0.363312 0.170 0.379 0.260 1.06
O 0.120448 0.477869 1.520461 -0.025 0.031 -0.295 -0.15
C 0.958601 0.306054 2.517361 0.085 -0.112 -0.142 -0.32
C 0.533046 0.499444 3.838608 0.101 0.100 0.032 0.00
C 1.410302 0.356243 4.893062 -0.090 0.025 -0.006 -0.08
C 2.738440 -0.000911 4.672545 0.017 -0.006 -0.023 -0.10
C 3.162995 -0.226995 3.379224 -0.022 0.015 0.064 -0.05
C 2.297838 -0.080725 2.290663 0.011 -0.078 0.020 -0.08
C 2.768709 -0.403475 0.942627 -0.002 -0.003 0.033 -0.24
N 2.041787 -0.723933 -0.122606 -0.164 0.159 0.079 0.04
C 2.922605 -1.035645 -1.135951 -0.033 -0.063 -0.020 -0.11
C 4.192953 -0.902164 -0.688299 0.019 0.046 0.002 -0.07
N 4.080451 -0.492915 0.622119 -0.034 -0.054 0.021 0.12
H -0.499461 0.778920 3.998931 -0.008 -0.002 -0.008 0.12
H 1.053177 0.518649 5.902329 0.025 -0.006 0.010 0.10
H 3.421389 -0.122440 5.501647 0.006 -0.008 -0.004 0.10
H 4.182935 -0.559526 3.223520 0.000 -0.007 -0.013 0.10
H 2.569954 -1.351255 -2.102871 -0.007 0.008 0.002 0.11
H 5.144317 -1.054130 -1.164075 0.000 0.004 -0.004 0.11
H 4.837651 -0.276046 1.244723 0.012 -0.011 -0.021 0.15
C -6.325210 -3.353988 -4.362365 -0.037 -0.017 -0.036 -0.05
C -5.054746 -3.133124 -3.591584 0.029 0.004 0.031 -0.26
C -4.587741 -4.082860 -2.687520 -0.027 -0.002 -0.017 -0.03
C -3.417129 -3.878059 -1.975178 0.003 -0.022 0.002 -0.04
C -2.702968 -2.705199 -2.170819 0.002 0.002 -0.028 -0.28
C -3.148648 -1.744136 -3.067020 -0.003 0.031 -0.005 -0.04
C -4.318465 -1.964491 -3.771064 0.015 0.014 0.004 -0.02
S -1.257511 -2.432919 -1.201916 -0.081 -0.020 -0.212 0.61
O -0.389344 -1.492072 -1.997758 0.216 -0.114 0.117 -0.40
O -0.631782 -3.695480 -0.945642 -0.037 -0.043 0.027 -0.28
N -1.617484 -1.636353 0.104974 0.082 0.349 -0.175 -0.25
C -2.886278 -0.892657 0.201089 -0.201 -0.210 0.010 -0.16
C -2.991793 0.352448 -0.700699 0.097 -0.152 -0.045 -0.62
O -4.062918 0.739522 -1.114282 -0.028 0.065 0.065 0.07
O -1.837289 0.908596 -0.972655 -0.002 -0.091 0.241 -0.15
H -6.815025 -4.279774 -4.064449 0.006 -0.001 0.007 0.07
H -6.125008 -3.409072 -5.433952 0.006 0.002 0.003 0.08
H -7.025829 -2.533012 -4.204128 0.012 0.007 0.013 0.08
H -5.149558 -4.997017 -2.539596 0.006 -0.003 0.004 0.11
H -3.051295 -4.622627 -1.280858 0.020 0.014 0.004 0.12
H -2.588549 -0.828348 -3.199277 0.001 -0.007 0.000 0.11
H -4.673909 -1.208909 -4.461295 -0.005 -0.003 -0.001 0.12
H -2.963693 -0.546903 1.233874 -0.025 -0.007 0.003 0.13
H -3.750226 -1.528755 0.002167 -0.009 0.008 0.026 0.12
N -0.630794 2.493621 -4.717059 0.079 -0.028 -0.051 0.02
C -0.599739 1.679092 -3.508077 -0.066 0.110 0.043 -0.14
C 0.477007 2.183042 -2.570904 -0.044 0.047 -0.047 -0.47
O 1.006273 3.336512 -2.893160 0.063 -0.064 -0.041 0.16
O 0.829704 1.592290 -1.561675 -0.085 -0.250 0.079 0.03
H -1.575109 2.698311 -5.010567 0.016 0.027 0.025 0.09
H -0.148004 2.053293 -5.488715 -0.035 -0.023 -0.009 0.09
H 0.580577 3.575588 -3.753571 -0.063 0.023 0.038 0.11
H -0.456549 0.607910 -3.664583 0.027 0.004 -0.004 0.13
H -1.523627 1.788108 -2.932340 0.005 -0.065 -0.058 0.13
```
Forces are in eV/Å.

Results
Energy relative to the best compared isomer or geometry (same formula, charge and spin)   0.000 eV
Frontier orbital gap   0.30188 Ha

Below is a structure of composition C20H21N5O4SSc, with properties calculated with the ωB97M-V functional and the def2-TZVPD basis.

Structure (XYZ):
```
52
Properties=species:S:1:pos:R:3:forces:R:3:lowdin_charge:R:1
Sc 2.528205 0.236440 -0.720948 -1.021 0.584 0.081 1.15
O 3.055864 2.133466 -0.708998 0.528 0.692 -0.135 -0.29
N 2.392497 3.278433 -0.523259 -0.110 0.122 0.090 -0.18
C 3.090331 4.432529 -0.636198 0.008 -0.055 -0.034 0.00
C 2.461487 5.626744 -0.462965 -0.044 0.157 0.045 -0.03
C 1.092278 5.630361 -0.165189 -0.090 -0.024 -0.012 -0.03
C 0.414125 4.442598 -0.039969 -0.017 0.096 0.027 -0.06
C 1.077745 3.218594 -0.211089 0.048 -0.013 -0.027 -0.64
S 0.351079 1.674575 -0.077313 0.357 -0.226 -0.001 0.74
H 4.138442 4.325145 -0.867785 -0.023 -0.092 -0.010 0.14
H 3.027410 6.544015 -0.552139 -0.050 -0.067 -0.012 0.12
H 0.570368 6.570829 -0.037383 0.018 -0.069 0.018 0.12
H -0.641252 4.406574 0.193124 0.053 0.044 -0.001 0.12
N 5.099312 0.445920 -0.886118 -0.170 -0.434 -0.143 -0.01
C 5.671129 -0.882012 -1.180128 -0.179 0.221 0.042 -0.12
C 4.608384 -1.951557 -0.996838 -0.067 0.214 0.098 -0.56
O 4.850465 -3.119073 -0.973785 -0.097 -0.075 -0.003 0.14
O 3.387473 -1.414908 -0.867374 0.612 -1.548 0.049 -0.20
H 5.419398 1.132131 -1.550065 -0.010 0.220 -0.184 0.09
H 5.424035 0.770652 0.010420 0.052 0.144 0.298 0.10
H 6.516597 -1.130054 -0.548679 0.155 -0.025 0.059 0.13
H 6.004010 -0.930420 -2.213018 0.065 0.009 -0.109 0.14
C -2.351809 -0.432578 4.230900 -0.062 -0.037 -0.074 -0.05
C -2.894054 -0.810308 2.873679 -0.003 -0.041 0.073 -0.27
C -2.731975 0.014103 1.766695 0.014 0.058 -0.035 -0.04
C -3.248362 -0.328194 0.522634 0.045 0.127 0.015 -0.03
C -3.915705 -1.532378 0.355510 0.074 0.008 -0.137 -0.27
N -4.433451 -1.945037 -0.902776 0.110 -0.099 0.103 0.14
C -4.001932 -1.642973 -2.169014 -0.041 0.086 -0.079 -0.52
O -4.739359 -1.636140 -3.130798 0.140 -0.017 0.209 0.09
N -2.650082 -1.314722 -2.323281 0.118 -0.014 0.185 0.14
C -1.536142 -1.724341 -1.588284 -0.225 -0.122 -0.038 -0.22
C -1.495684 -2.894581 -0.831123 -0.140 -0.080 -0.059 0.03
C -0.350560 -3.198149 -0.123498 -0.131 -0.179 0.038 -0.01
C 0.736414 -2.351609 -0.186362 0.086 0.040 0.081 -0.12
N 0.714384 -1.232949 -0.915046 -0.026 0.276 -0.275 -0.07
C -0.394155 -0.942547 -1.609724 0.062 -0.038 0.059 -0.12
C -4.090966 -2.368062 1.453113 0.010 -0.081 0.067 -0.02
C -3.595178 -2.003411 2.694602 0.023 -0.001 0.026 -0.03
H -1.836606 0.528252 4.200476 -0.024 -0.049 -0.018 0.07
H -1.649328 -1.185308 4.596700 -0.029 0.038 -0.021 0.08
H -3.158682 -0.358743 4.964103 0.050 0.001 -0.043 0.09
H -2.206334 0.958652 1.873297 -0.038 -0.079 -0.005 0.10
H -3.128589 0.351414 -0.313433 -0.020 -0.046 0.042 0.12
H -5.362280 -2.330117 -0.901510 -0.165 -0.001 -0.038 0.16
H -2.491260 -0.798184 -3.170679 0.064 -0.036 -0.165 0.15
H -2.348470 -3.561474 -0.819961 0.029 0.051 0.046 0.13
H -0.287903 -4.105035 0.464917 -0.021 0.077 -0.038 0.12
H 1.651959 -2.577854 0.338390 0.050 -0.011 -0.008 0.11
H -0.383403 -0.043156 -2.205421 0.005 0.187 0.010 0.10
H -4.615060 -3.310832 1.328679 0.036 0.063 0.019 0.12
H -3.744821 -2.664708 3.542909 -0.009 0.040 -0.076 0.12
```
Forces are in eV/Å.

Results
Energy relative to the best compared isomer or geometry (same formula, charge and spin)   0.767 eV
Frontier orbital gap   0.25588 Ha
Charge   +1

- What is the formula in the third record?
  C20H21N5O4SSc